Entry 1:
36
Properties=species:S:1:pos:R:3:forces:R:3:lowdin_charge:R:1 method="wB97M-V/def2-TZVPD" orbital_gap_ev=9.010 charge=0
H 2.1755 3.1849 -1.6476 0.4 1.5 0.1 0.03
N 1.8166 2.2904 -1.4914 1.1 -5.0 -2.3 0.16
C 1.0497 2.1468 -0.5072 1.2 0.5 -3.6 -0.60
N 0.8689 3.2888 0.0802 -3.6 3.6 6.7 0.11
N 0.3804 0.9978 -0.1843 -0.5 1.0 -0.3 0.06
C -0.9536 0.9132 0.1514 -2.3 -0.2 -0.4 -0.21
C -1.8907 1.8913 -0.2736 -0.5 0.5 0.7 0.04
C -3.3390 1.6768 -0.0250 4.6 2.0 -1.7 0.02
C -3.7294 0.4903 0.5406 -1.5 3.2 -1.5 -0.21
C -5.1817 0.4097 0.7359 2.8 -0.1 0.6 -0.53
O -5.4639 -0.3225 1.6262 -2.9 -1.5 1.3 0.12
O -6.0158 1.2085 0.0576 -1.5 -1.9 0.7 0.11
C -2.8432 -0.4265 0.9977 2.4 -1.1 -0.9 0.00
C -1.4605 -0.2533 0.7591 -0.9 -1.0 0.0 0.02
C 1.2047 -0.0839 -0.2513 -1.2 -3.2 -0.2 -0.42
N 0.8730 -1.1348 -0.9782 -2.0 0.7 -1.7 0.20
C 1.6333 -2.1746 -1.0006 2.6 -3.0 -0.5 -0.27
C 1.3566 -3.5046 -1.8562 0.7 0.4 2.0 -0.01
C 2.8327 -2.2039 -0.2373 -2.3 3.4 1.6 0.04
C 3.0232 -1.0797 0.6393 2.2 -2.1 -3.4 -0.24
C 4.4400 -0.8308 1.2676 -3.7 -0.2 1.7 -0.01
N 2.1577 -0.0879 0.5790 3.2 1.3 2.8 0.19
H 1.7507 3.6956 0.3639 -0.3 0.2 0.0 0.12
H 0.2368 3.1814 0.9291 1.1 0.7 -1.1 0.13
H -1.3863 2.8177 -0.7403 -1.6 -1.4 0.6 0.13
H -3.9828 2.5056 -0.3825 0.1 -1.0 0.4 0.13
H -6.8474 0.7285 0.3655 0.5 1.5 -0.7 0.16
H -3.2148 -1.3955 1.2852 0.0 0.0 0.5 0.12
H -0.8439 -1.1679 0.8511 -0.2 0.9 0.3 0.12
H 2.1300 -4.2634 -1.4849 -0.9 1.1 -1.0 0.08
H 1.2842 -3.4467 -2.9533 0.3 0.3 0.6 0.07
H 0.4275 -3.9059 -1.4675 -0.4 0.0 -0.2 0.06
H 3.5020 -2.9794 -0.1728 1.3 -1.8 -0.3 0.07
H 4.8538 0.0241 0.8023 0.6 0.6 -0.6 0.06
H 4.0682 -0.4966 2.2596 1.1 -0.1 0.0 0.08
H 5.0872 -1.6935 1.3625 -0.1 0.0 -0.2 0.07

---

Entry 2:
7
Properties=species:S:1:pos:R:3:forces:R:3:lowdin_charge:R:1 method="wB97M-V/def2-TZVPD" orbital_gap_ev=8.840 charge=0
N 0.2773 0.7601 -0.1053 0.1 2.2 5.9 -0.59
O -0.9443 0.4906 -0.6306 -0.4 1.4 -1.3 -0.79
S 1.4169 -0.4809 -0.1911 -1.1 -3.0 0.0 0.68
S -2.0351 -0.4553 0.1315 1.2 -1.6 -0.1 0.78
H 0.1301 0.9245 1.3866 -0.1 -0.4 -4.7 0.22
H 2.4250 0.2866 -0.2969 1.5 1.5 -0.5 -0.19
H -1.2699 -1.5257 -0.2942 -1.2 -0.1 0.7 -0.11

---

Entry 3:
11
Properties=species:S:1:pos:R:3:forces:R:3:lowdin_charge:R:1 method="wB97M-V/def2-TZVPD" orbital_gap_ev=10.813 charge=0 smiles=C#CC1CC1
C -2.4884 0.0132 -0.1142 -0.7 0.6 -0.5 0.07
C -1.3845 -0.2695 0.3050 0.5 0.7 0.1 -0.11
C 0.0683 -0.2980 0.6845 0.0 -0.7 0.7 -0.29
C 1.0965 -0.6429 -0.3893 -0.4 0.0 -0.1 -0.14
C 0.9626 0.7624 0.0827 -0.4 1.2 -1.4 -0.15
H -3.4681 0.4093 -0.5431 2.0 -1.1 1.0 0.06
H 0.4183 -0.7030 1.6837 -1.1 0.7 -1.2 0.15
H 1.9531 -1.2557 -0.1657 0.0 -0.1 0.3 0.09
H 0.6406 -0.7954 -1.3558 0.3 -0.2 -0.2 0.10
H 0.5144 1.3472 -0.7364 -0.3 -0.2 0.7 0.11
H 1.6873 1.4323 0.5485 0.0 -1.0 0.6 0.10

---

Entry 4:
46
Properties=species:S:1:pos:R:3:forces:R:3:lowdin_charge:R:1 method="wB97M-V/def2-TZVPD" orbital_gap_ev=9.234 charge=0 smiles="O=C(NCCc1ccccn1)c1ccc(NS(=O)(=O)c2ccc(F)cc2)cc1"
O 1.9445 -2.5450 -2.4260 0.3 -0.1 -0.1 0.06
C 1.1659 -1.8127 -1.8412 -0.2 -0.1 0.2 -0.46
N -0.1412 -2.1093 -1.6727 -0.2 0.1 0.1 0.06
C -0.7968 -3.1711 -2.3907 0.0 -0.2 -0.3 -0.16
C -1.8774 -2.6036 -3.3254 0.2 -0.1 0.2 -0.11
C -2.9880 -1.9463 -2.5562 -0.3 -0.2 -0.3 -0.28
C -4.3115 -2.3546 -2.6953 0.0 0.1 0.1 -0.02
C -5.2963 -1.7086 -1.9676 0.1 0.0 0.0 -0.06
C -4.9335 -0.6770 -1.1156 0.0 -0.1 0.0 -0.06
C -3.5912 -0.3477 -1.0336 -0.3 0.1 0.2 -0.13
N -2.6493 -0.9575 -1.7317 0.2 0.1 0.0 0.09
C 1.6031 -0.5361 -1.1995 0.2 0.2 0.0 -0.13
C 0.7612 0.5609 -1.0331 0.2 -0.2 0.0 -0.01
C 1.2300 1.7233 -0.4530 0.1 0.0 0.0 -0.03
C 2.5500 1.8074 -0.0176 -0.5 -0.6 -0.4 -0.30
N 3.0082 2.9792 0.5815 -0.1 0.9 0.4 -0.05
S 2.0959 3.8072 1.7210 0.3 -0.4 0.2 0.66
O 3.0073 4.7287 2.3247 0.2 -0.2 0.1 -0.28
O 0.8962 4.2957 1.1197 -0.1 -0.3 -0.1 -0.27
C 1.6905 2.5051 2.8835 0.0 0.6 -0.5 -0.27
C 0.4955 1.8229 2.7609 -0.1 0.0 0.0 -0.05
C 0.2277 0.7636 3.6107 0.1 -0.1 0.2 0.02
C 1.1741 0.4242 4.5638 0.0 0.1 -0.1 -0.26
F 0.9200 -0.6035 5.3910 0.0 0.1 -0.1 0.07
C 2.3711 1.1095 4.6995 -0.1 -0.1 0.0 0.01
C 2.6283 2.1620 3.8388 0.0 0.0 0.1 -0.05
C 3.4028 0.7219 -0.2042 0.0 0.2 0.1 -0.01
C 2.9323 -0.4297 -0.8007 -0.2 -0.1 -0.1 -0.01
H -0.7821 -1.4250 -1.2861 0.3 0.0 0.0 0.08
H -1.2535 -3.8704 -1.6806 0.1 0.0 -0.1 0.13
H -0.0331 -3.6982 -2.9679 -0.1 0.0 0.1 0.12
H -1.4088 -1.8628 -3.9778 0.0 0.0 -0.1 0.13
H -2.2809 -3.4052 -3.9442 0.0 0.0 0.0 0.11
H -4.5624 -3.1627 -3.3653 0.0 -0.1 -0.1 0.11
H -6.3307 -2.0052 -2.0630 -0.1 0.0 0.0 0.11
H -5.6688 -0.1460 -0.5323 0.0 0.1 0.1 0.10
H -3.2458 0.4446 -0.3812 -0.1 0.1 0.1 0.11
H -0.2596 0.5314 -1.3854 -0.1 0.0 0.0 0.10
H 0.5926 2.5854 -0.3433 -0.1 0.0 -0.1 0.10
H 3.9889 2.9908 0.8162 0.1 0.1 0.1 0.12
H -0.2145 2.1379 2.0146 -0.1 0.0 -0.1 0.11
H -0.6927 0.2056 3.5472 -0.1 -0.1 0.0 0.12
H 3.0740 0.8162 5.4627 0.1 0.0 0.1 0.12
H 3.5384 2.7363 3.9081 0.1 0.0 0.1 0.12
H 4.4342 0.7919 0.1108 0.1 0.0 0.1 0.11
H 3.5856 -1.2733 -0.9637 0.1 -0.1 0.0 0.12

---

Entry 5:
9
Properties=species:S:1:pos:R:3:forces:R:3:lowdin_charge:R:1 method="wB97M-V/def2-TZVPD" orbital_gap_ev=7.950 charge=+1
C 0.5215 0.5769 1.9024 -0.9 0.0 0.8 0.27
N 2.8033 1.4351 -0.2637 1.8 -0.3 -1.4 0.28
N 1.3746 0.5781 1.0916 -1.6 0.6 2.0 -0.08
N 2.3078 0.4500 0.2662 2.3 -0.7 -3.3 -0.55
O -0.8888 -1.1483 0.1839 2.5 0.1 -2.9 -0.05
Cl 2.5828 -1.2407 -0.1201 0.3 0.6 0.0 0.86
H -1.2625 -0.9644 -0.6985 0.4 -0.2 0.3 0.07
H 3.6021 1.2699 -1.0298 -2.1 -0.2 2.0 0.21
H -1.6302 -1.0861 0.7002 -2.9 0.1 2.5 0.00

---

Relative energy (zero: lowest compared OMol25 entry of this formula, charge and spin) readings, ordered: 372.8 455.0 222.1 0.0 225.1 kJ/mol
E_HOMO readings, ordered: -8.39 -8.91 -9.58 -8.78 -15.53 eV